Entry from the Open Molecules 2025 dataset: a single C23H32N4O6 molecule in a non-equilibrium geometry (wB97M-V/def2-TZVPD).

The total charge is 0. The SMILES is COc1ccc([C@H](C(=O)NC(C)(C)C)N(CCO)C(=O)CCC(=O)Nc2cc(C)on2)cc1. Its HOMO-LUMO gap is 8.9 eV. The relative energy (zero: lowest compared OMol25 entry of this formula, charge and spin) is 2.2354 eV.

The geometry in XYZ format:
```
65
Properties=species:S:1:pos:R:3:forces:R:3
C 3.1499 3.4385 -2.6459 0.131 0.163 0.118
O 2.2657 2.5510 -3.2908 -0.217 -0.223 -0.140
C 1.7268 1.5354 -2.5652 -0.140 -0.175 -0.019
C 2.0105 1.2771 -1.2296 0.204 0.223 -0.128
C 1.3841 0.2325 -0.5753 -0.140 -0.147 -0.197
C 0.4616 -0.5744 -1.2254 0.210 0.037 -0.020
C -0.1808 -1.7239 -0.4841 -0.089 0.029 -0.123
C -1.5511 -2.2091 -1.0061 0.520 0.444 0.001
O -1.8210 -3.4018 -0.9434 -0.200 -0.512 -0.010
N -2.3627 -1.2569 -1.4576 -0.212 0.212 -0.158
C -3.7511 -1.4531 -1.8762 -0.260 -0.236 -0.069
C -4.5698 -1.9913 -0.6990 0.145 0.020 -0.125
C -4.2735 -0.0841 -2.3067 0.127 -0.217 0.076
C -3.7914 -2.4347 -3.0487 0.026 0.062 0.169
N -0.3407 -1.4412 0.9482 0.206 -0.138 -0.347
C 0.2736 -2.3734 1.8730 -0.217 -0.525 0.587
C -0.6470 -3.5591 2.2324 0.329 0.262 0.149
O -0.6241 -4.5805 1.2811 -0.067 -0.234 -0.453
C -1.0826 -0.3734 1.3010 -0.148 -0.018 0.370
O -1.5195 0.4144 0.4691 -0.157 0.323 0.115
C -1.3850 -0.1143 2.7706 0.112 0.209 -0.080
C -0.8729 1.2911 3.1070 -0.010 -0.278 0.000
C 0.6293 1.3300 2.8941 -0.403 0.402 -0.004
O 1.3673 0.4408 3.2564 0.185 -0.267 0.082
N 1.0684 2.4537 2.2558 -0.184 0.424 -0.185
C 2.3762 2.7318 1.9251 1.060 0.259 -0.262
C 3.5571 2.0086 2.2393 0.288 0.302 -0.243
C 4.5465 2.7457 1.6561 -0.548 -0.399 0.310
C 6.0150 2.5601 1.5841 -0.117 0.183 -0.154
O 4.0058 3.8159 1.0471 0.778 -0.264 0.054
N 2.6580 3.8026 1.2174 -1.280 -0.031 0.175
C 0.2190 -0.3442 -2.5761 0.167 -0.042 0.092
C 0.8355 0.6975 -3.2360 0.184 0.238 -0.038
H 3.4062 4.1906 -3.3902 0.018 -0.032 0.074
H 2.6814 3.9246 -1.7848 0.019 -0.042 -0.008
H 4.0628 2.9283 -2.3214 -0.034 0.012 0.016
H 2.7189 1.8828 -0.6907 0.090 0.122 0.069
H 1.6233 0.0497 0.4622 0.016 -0.002 0.153
H 0.4832 -2.5936 -0.5603 -0.270 0.093 0.078
H -2.0778 -0.3031 -1.2589 0.078 -0.208 0.006
H -5.6115 -2.1062 -0.9853 -0.152 -0.004 -0.033
H -4.5098 -1.3037 0.1424 -0.025 0.089 0.095
H -4.1823 -2.9589 -0.3918 -0.009 -0.074 0.049
H -5.3081 -0.1620 -2.6295 -0.096 -0.014 -0.024
H -4.2196 0.6183 -1.4778 -0.019 0.120 0.102
H -3.6811 0.3059 -3.1314 0.058 0.067 -0.113
H -3.2122 -2.0483 -3.8845 0.045 0.054 -0.115
H -4.8172 -2.5849 -3.3738 -0.144 -0.002 -0.061
H -3.3745 -3.3909 -2.7465 -0.008 -0.075 -0.030
H 1.1735 -2.7771 1.4022 -0.055 0.066 0.053
H 0.5929 -1.8429 2.7704 -0.005 -0.015 -0.094
H -0.2881 -4.0101 3.1624 -0.061 0.112 0.009
H -1.6690 -3.1858 2.3967 0.075 0.025 0.072
H -1.0628 -4.2826 0.4581 0.057 -0.020 0.145
H -2.4707 -0.1383 2.8850 0.053 -0.051 -0.035
H -0.9464 -0.8444 3.4427 -0.047 0.017 0.007
H -1.0811 1.5231 4.1537 0.040 0.049 -0.030
H -1.3729 2.0213 2.4711 -0.010 -0.006 0.067
H 0.4013 3.1276 1.9075 -0.065 -0.168 0.069
H 3.6275 1.1028 2.7996 0.094 -0.175 0.105
H 6.3199 1.7739 2.2674 0.030 -0.023 0.024
H 6.3109 2.2868 0.5718 0.055 -0.032 -0.029
H 6.5207 3.4883 1.8420 0.082 0.013 0.050
H -0.4550 -0.9882 -3.1201 -0.065 -0.002 -0.076
H 0.6407 0.8855 -4.2799 -0.025 0.021 -0.138
```
Positions in Å, forces in eV/Å.

These are the Löwdin partial charges, in e, on atoms 1 to 8: number 1, C, carries -0.082; number 2, O, carries -0.080; number 3, C, carries -0.269; number 4, C, carries 0.002; number 5, C, carries -0.011; number 6, C, carries -0.174; number 7, C, carries -0.115; number 8, C, carries -0.409

=====

Entry from the Open Molecules 2025 dataset: a single C2HF3O molecule in a non-equilibrium geometry (wB97M-V/def2-TZVPD).

The total charge is 0. The SMILES is O=CC(F)(F)F. Its HOMO-LUMO gap is 11.4 eV. The relative energy (zero: lowest compared OMol25 entry of this formula, charge and spin) is 0.5536 eV.

The geometry in XYZ format:
```
7
Properties=species:S:1:pos:R:3:forces:R:3
O 1.4013 1.0992 -0.5790 0.435 0.449 -0.124
C 0.7622 0.4954 0.2184 -0.550 -0.027 -4.247
C -0.4575 -0.3370 -0.1664 -2.447 0.988 -1.085
F -1.1633 0.0097 -1.4106 2.266 -1.063 3.334
F -0.1723 -1.6288 -0.1346 -0.234 0.097 -0.570
F -1.3134 -0.0720 0.8577 -0.237 -0.366 -0.779
H 0.9429 0.4333 1.2145 0.767 -0.079 3.471
```
Positions in Å, forces in eV/Å.

Charges in e, computed with Löwdin, in the same order as the atoms: number 1, O, carries 0.151; number 2, C, carries -0.128; number 3, C, carries -0.469; number 4, F, carries 0.053; number 5, F, carries 0.173; number 6, F, carries 0.113; number 7, H, carries 0.108